This record from the OMol25 dataset describes C35H24Cl5CoN7O3S as an isolated structure at a distorted geometry. The level of theory is ωB97M-V/def2-TZVPD.

```
76
C35H24Cl5CoN7O3S (ωB97M-V/def2-TZVPD)
Co -1.55979 0.65600 0.89801
Cl 0.16308 -0.17428 3.81431
C -1.52973 0.13401 3.88430
C -2.20862 0.51799 2.72744
C -3.58779 0.69090 2.88356
Cl -4.52653 1.04695 1.46790
C -4.25331 0.56325 4.09613
Cl -5.95472 0.83636 4.21454
C -3.53420 0.20215 5.22941
Cl -4.32856 0.03044 6.75069
C -2.16912 -0.03091 5.11468
Cl -1.27917 -0.52877 6.50858
C 4.80140 -5.17831 -1.35079
O 4.17582 -5.91267 -2.37225
C 3.09472 -5.30207 -2.99221
C 2.71938 -3.97943 -2.78751
C 1.60224 -3.46351 -3.42137
C 0.80413 -4.25092 -4.28473
C 1.25308 -5.56790 -4.52549
C 2.36066 -6.08165 -3.88112
N -0.30912 -3.80017 -4.95105
N -0.92880 -2.69738 -4.56726
C -1.09704 -2.37606 -3.25973
C -1.07887 -3.30642 -2.20183
C -1.28213 -2.94150 -0.87677
C -1.47898 -1.61085 -0.50406
O -1.66709 -1.19782 0.74174
C -1.49987 -0.65619 -1.54232
N -1.66877 0.63998 -1.13465
C -1.72314 1.58975 -2.04513
C -1.60438 1.33272 -3.41144
C -1.41937 0.03134 -3.84393
C -1.36561 -1.00771 -2.91404
H 5.53664 -5.84523 -0.90141
H 4.08695 -4.85803 -0.58555
H 5.31428 -4.29177 -1.74112
H 3.28186 -3.33086 -2.12750
H 1.34146 -2.42776 -3.25998
H 0.68182 -6.18494 -5.20888
H 2.67298 -7.10744 -4.04574
H -0.90471 -4.34410 -2.45639
H -1.26145 -3.69150 -0.09415
H -1.86495 2.60314 -1.68314
H -1.64255 2.15530 -4.11287
H -1.31400 -0.21011 -4.89387
C 3.49596 -1.86278 2.78123
C 3.38970 -1.59713 1.27389
C 2.49968 -0.43373 0.98529
N 1.23736 -0.48351 0.85330
N 0.57076 0.66388 0.71644
C 1.38511 1.84236 0.88751
N 1.21316 2.75709 -0.21080
S 3.15251 1.24006 0.95486
H 4.23556 -2.64059 2.99024
H 2.52773 -2.17827 3.16955
H 3.78363 -0.94942 3.30564
H 2.97893 -2.47596 0.77207
H 4.38533 -1.40132 0.86602
H 0.24339 2.72648 -0.49790
H 1.44471 3.70461 0.05977
O 1.61134 4.01401 3.91913
C 1.39621 3.26614 3.02429
N 1.10593 2.50426 2.16752
C -1.74488 2.50550 1.01420
C -1.88407 3.71209 0.99999
C -1.95520 5.13436 0.95315
C -2.70817 5.79054 -0.02888
C -2.72947 7.17360 -0.09844
C -2.00383 7.93478 0.80885
C -1.26599 7.29565 1.79693
C -1.24241 5.91380 1.87581
H -3.27401 5.19673 -0.73539
H -3.31289 7.66477 -0.86854
H -2.01420 9.01640 0.74961
H -0.69837 7.87750 2.51370
H -0.67164 5.41405 2.64800
```

Summary:
<S²>: 3.826
Spin multiplicity: 4
E (Ha): -6038.9997
Orbital gap (spin up / spin down) (eV): 4.14 / 4.90
Charge: -2
M (Da): 858.89
Maximum force (Eh/bohr): 0.044
Highest occupied orbital energy (spin up / spin down) (eV): -0.387 / -1.149